No. 1
A 2-piece molecular cluster, C2H9NOS overall at a distorted geometry, computed with ωB97M-V/def2-TZVPD.

Results
Maximum force = 1.59 eV Å⁻¹
HOMO-LUMO gap = 0.358 Eh
ΔE to the lowest compared entry with this formula, charge and spin = 7.2 kcal per mole
HOMO = -9.2 eV
SMILES string = NCCS.O
LUMO = 0.58 eV

```
! wB97M-V def2-TZVPD RIJCOSX def2/J DEFGRID3
* xyz 0 1
N 0.9531 -0.6291 -0.7290
C -0.3269 -0.3632 -0.1391
C -1.3900 -1.2953 -0.7013
S -3.0361 -0.8274 0.0342
H 1.2918 -1.5807 -0.5607
H 1.7083 -0.1465 -0.2644
H -0.3665 -0.4031 0.9616
H -0.6721 0.6452 -0.3801
H -1.2461 -2.3320 -0.4235
H -1.4610 -1.2032 -1.7820
H -3.3780 -2.0051 0.5648
O 5.7257 3.4202 1.1441
H 5.6110 4.1841 0.5950
H 4.9449 2.9080 0.9208
*
```

---

No. 2
A 2-piece molecular cluster, C4H7N3 overall at a distorted geometry, computed with ωB97M-V/def2-TZVPD.

Results
Maximum force = 7.94 eV Å⁻¹
HOMO-LUMO gap = 0.351 Eh
ΔE to the lowest compared entry with this formula, charge and spin = 117.2 kcal per mole
HOMO = -8.8 eV
LUMO = 0.80 eV

```
! wB97M-V def2-TZVPD RIJCOSX def2/J DEFGRID3
* xyz 0 1
C 1.1559 -1.5815 0.6436
C 0.1464 -0.6760 -0.0361
C -0.8210 -0.9495 -0.9767
C -1.2540 0.3770 -1.4045
H 2.1921 -0.7788 1.3454
H 0.4110 -2.0499 1.5214
H 1.4288 -2.5310 -0.1462
H -0.6473 -1.7027 -1.8294
H -1.9120 0.7215 -2.1918
H 1.5112 1.9178 1.2004
H 0.3124 1.0893 2.2218
N -0.7743 1.1978 -0.5314
N 0.1015 0.6539 0.3733
N 0.8642 1.0504 1.3753
*
```

---

No. 3
An isolated molecule of C6H5Cl at a distorted geometry, computed with ωB97M-V/def2-TZVPD.

Results
Maximum force = 8.84 eV Å⁻¹
HOMO-LUMO gap (spin up / spin down) = 0.205 / 0.190 Eh
HOMO (spin up / spin down) = -4.7 / -9.8 eV
LUMO (spin up / spin down) = 0.84 / -4.65 eV

```
! wB97M-V def2-TZVPD RIJCOSX def2/J DEFGRID3
* xyz 0 3
C 1.9254 2.3304 0.2980
C 1.7162 1.2285 -0.1216
C -1.0544 -0.7534 -0.0114
C 0.0877 -0.6479 -0.3586
C -2.4449 -0.9536 0.3311
C 1.5615 -0.1085 -0.6091
Cl 2.7085 -1.2130 0.2502
H 2.1336 3.2986 0.6418
H -2.8196 -1.8842 -0.0899
H -2.5582 -0.9772 1.4131
H -3.0257 -0.1231 -0.0666
H 1.7700 -0.1965 -1.6771
*
```

---

No. 4
A 2-piece molecular cluster, C4H7NO3 overall at a distorted geometry, computed with ωB97M-V/def2-TZVPD.

Results
Maximum force = 1.09 eV Å⁻¹
HOMO-LUMO gap (spin up / spin down) = 0.250 / 0.217 Eh
ΔE to the lowest compared entry with this formula, charge and spin = 0.0 kcal per mole
HOMO (spin up / spin down) = -3.5 / -3.5 eV
LUMO (spin up / spin down) = 3.32 / 2.42 eV

```
! wB97M-V def2-TZVPD RIJCOSX def2/J DEFGRID3
* xyz -1 2
C 2.7252 -0.0826 0.9034
N 3.0818 -0.3192 -0.3438
C -0.1956 -0.1769 -0.7995
C -1.6645 -0.1939 -0.9690
C -2.6233 0.2426 0.0172
O -2.2881 -0.0618 1.2944
O -3.6594 0.8357 -0.2262
O 1.7665 -0.5776 1.5350
H 3.3545 0.6772 1.4489
H 3.9524 0.1950 -0.4690
H 0.1700 0.2957 0.1101
H 0.2209 -1.1864 -0.7034
H 0.2659 0.2731 -1.6733
H -2.0517 -0.0813 -1.9763
H -3.0544 0.1605 1.8515
*
```

---

No. 5
C23H30FN4O3Pt as an isolated structure at a distorted geometry, computed with ωB97M-V/def2-TZVPD.

Results
Maximum force = 2.26 eV Å⁻¹
HOMO-LUMO gap = 0.246 Eh
ΔE to the lowest compared entry with this formula, charge and spin = 50.4 kcal per mole
HOMO = -4.0 eV
LUMO = 2.70 eV

```
! wB97M-V def2-TZVPD RIJCOSX def2/J DEFGRID3
* xyz -1 1
Pt -0.0566 0.2171 -0.1440
C -2.0447 2.2921 2.1609
C -0.6719 2.9457 2.3251
C -0.0705 3.2829 0.9590
C 0.3089 2.1266 3.1406
C 1.0523 2.8129 4.0900
C 1.9762 2.1774 4.8982
C 2.1804 0.8213 4.7321
C 1.4788 0.0923 3.7902
C 1.7985 -1.3808 3.6525
C 3.2879 -1.5770 3.3508
C 1.4197 -2.1295 4.9316
C 0.5004 0.7335 2.9869
N -0.2408 -0.0251 2.0964
C -1.0397 -0.9835 2.5943
C -1.4963 -0.9811 3.9378
C -2.3101 -1.9727 4.4380
C -2.7282 -3.0268 3.6400
C -2.3339 -3.0497 2.3102
C -1.5203 -2.0606 1.8186
F -1.1254 -2.1652 0.5154
H -2.7832 3.0401 1.8775
H -2.3663 1.8338 3.0928
H -2.0090 1.5245 1.3916
H -0.8222 3.8918 2.8681
H 0.0975 2.3537 0.3824
H 0.8803 3.7989 1.0674
H -0.7480 3.9197 0.3946
H 0.8995 3.8779 4.2115
H 2.5164 2.7256 5.6596
H 2.9066 0.3234 5.3591
H 1.2174 -1.7908 2.8226
H 3.8958 -1.3080 4.2126
H 3.5880 -0.9532 2.5134
H 3.4939 -2.6178 3.1051
H 2.0056 -1.7683 5.7750
H 1.5973 -3.1966 4.8193
H 0.3667 -1.9789 5.1503
H -1.1833 -0.1644 4.5779
H -2.6186 -1.9301 5.4762
H -3.3555 -3.8079 4.0395
H -2.6315 -3.8480 1.6484
C 2.1868 -2.3998 0.0210
C 2.8011 -1.0549 0.0547
N 2.1906 0.0635 0.3667
C 3.1184 1.0562 0.3124
C 4.3233 0.5306 -0.0385
N 4.1116 -0.8149 -0.1936
H 1.1553 -2.3000 -0.3172
H 2.1912 -2.8503 1.0135
H 2.7252 -3.0469 -0.6678
H 2.8633 2.0708 0.5404
H 5.2799 0.9812 -0.2004
H 4.7863 -1.4957 -0.4999
C -1.7545 0.6879 -1.2954
H -2.3687 1.5009 -0.8993
H -2.3795 -0.2036 -1.3970
H -1.4169 0.9736 -2.2927
O 0.4084 -1.3777 -2.2151
N 1.1162 -0.5937 -2.8592
O 1.5593 -0.9204 -3.9525
O 1.3918 0.5154 -2.3813
*
```

---

No. 6
C17H22N3OS3W as an isolated structure, computed with ωB97M-V/def2-TZVPD.

Results
Maximum force = 0.63 eV Å⁻¹
HOMO-LUMO gap (spin up / spin down) = 0.252 / 0.254 Eh
ΔE to the lowest compared entry with this formula, charge and spin = 3.6 kcal per mole
HOMO (spin up / spin down) = -10.2 / -10.6 eV
LUMO (spin up / spin down) = -3.30 / -3.67 eV

```
! wB97M-V def2-TZVPD RIJCOSX def2/J DEFGRID3
* xyz 1 3
W 0.6573 -0.0448 -0.5439
S 2.1342 0.1131 1.2037
C 2.2434 1.8269 1.6486
C 3.1493 2.2077 2.6329
C 3.2574 3.5417 2.9871
C 2.4593 4.4929 2.3606
C 1.5541 4.1132 1.3845
C 1.4414 2.7738 1.0207
S 0.2635 2.2786 -0.2007
H 3.7675 1.4650 3.1211
H 3.9615 3.8378 3.7526
H 2.5416 5.5362 2.6344
H 0.9332 4.8530 0.8962
O 1.6132 0.0908 -2.2290
N 2.3116 -0.9542 -2.7784
C 3.1009 -0.6109 -3.8252
C 3.8211 -1.5819 -4.4514
C 3.7145 -2.9004 -3.9820
C 2.9120 -3.2011 -2.9146
C 2.1780 -2.1897 -2.2673
S 1.1534 -2.4325 -0.9112
H 3.0834 0.4403 -4.0663
H 4.4564 -1.3200 -5.2834
H 4.2732 -3.6929 -4.4612
H 2.8298 -4.2099 -2.5381
C -4.6681 -1.3951 1.6812
C -3.9106 -0.0835 1.5563
N -2.6294 -0.1928 0.8328
C -1.4464 -0.4845 1.6297
C -1.2257 -1.9407 1.9696
C -2.5470 -0.0810 -0.4895
C -3.8001 0.1811 -1.2746
N -1.3967 -0.1646 -1.1245
H -5.6788 -1.2030 2.0412
H -4.1945 -2.0784 2.3833
H -4.7481 -1.9067 0.7216
H -3.6608 0.3222 2.5363
H -4.5173 0.6742 1.0651
H -1.4552 0.1590 2.5133
H -0.5810 -0.0243 1.1251
H -1.9727 -2.2981 2.6756
H -0.2443 -2.0546 2.4315
H -1.2648 -2.5673 1.0775
H -4.6061 -0.4871 -0.9815
H -3.6103 0.0605 -2.3376
H -4.1220 1.2087 -1.0980
H -1.5313 -0.0768 -2.1241
*
```

---

One value per record, in order, for total energy: -609.7578; -320.6965; -691.4547; -437.0855; -1558.2695; -2161.9858 a.u..